Formula: C5H12OP2
Source: the OMol25 dataset
Level of theory: ωB97M-V with the def2-TZVPD basis set

## Properties
E = -955.483221 a.u.
Multiplicity = 3
E_HOMO (alpha / beta) = -0.1938 / -0.3259 Ha
⟨S²⟩ = 2.0133
Kohn-Sham gap (alpha / beta) = 6.264 / 7.042 eV

```
20
Properties=species:S:1:pos:R:3:forces:R:3:lowdin_spin:R:1
C -0.855155 -0.064552 0.216828 6.4 -2.1 -1.5 0.571
C -0.459948 -0.235236 3.025812 1.5 -2.7 -2.1 0.022
C 1.214511 -1.659804 1.166270 0.0 -2.8 1.1 0.062
C 0.646818 1.734115 -1.388292 2.0 -1.1 -0.3 0.064
C -1.179293 0.131829 -2.879709 2.0 0.0 1.0 0.018
O -1.994596 0.124279 0.358451 -6.3 1.5 0.4 0.668
P 0.501062 -0.003115 1.436202 -0.1 0.3 0.9 0.256
P 0.154795 -0.033889 -1.529223 -2.2 0.3 0.6 0.285
H 0.323774 -0.232727 3.751329 -0.1 0.9 1.1 0.006
H -0.708284 -1.299894 2.959393 -0.3 -0.1 0.1 0.001
H -1.387940 0.241537 3.074718 -0.9 1.5 0.6 0.001
H 1.813834 -1.537501 0.265913 0.2 -0.4 0.1 0.001
H 0.552520 -2.619917 1.063546 0.5 2.1 -0.2 0.006
H 1.858905 -2.038692 2.032068 -0.3 1.2 -1.0 0.009
H 1.689247 1.620276 -1.031311 -0.3 0.3 -0.1 0.004
H 0.196236 2.354609 -0.642844 -0.9 0.3 0.0 0.005
H 0.752598 2.114679 -2.392838 -0.3 0.7 -0.3 0.009
H -0.458920 0.438036 -3.620353 0.1 0.1 -0.9 0.009
H -1.812301 0.961200 -2.726240 -0.9 0.8 0.4 0.002
H -1.692551 -0.729659 -3.249671 -0.2 -0.7 0.2 0.000
```
Forces are in eV/Å.

=====

Formula: C5H12OSi
Source: the OMol25 dataset
Level of theory: ωB97M-V with the def2-TZVPD basis set

## Properties
Relative energy (zero: lowest compared OMol25 entry of this formula, charge and spin) = 2.481 eV
E = -562.368375 a.u.
E_HOMO = -0.2977 Ha
Kohn-Sham gap = 8.686 eV

```
19
Properties=species:S:1:pos:R:3:forces:R:3:nbo_charge:R:1
C -0.733810 1.689245 -2.308185 0.1 3.0 0.0 -0.356
C -0.221655 0.548533 -2.066417 3.4 -3.2 1.2 -0.626
C 0.626160 -1.327063 2.102217 0.4 0.1 -1.5 -0.646
C -1.489614 -0.976773 0.907639 0.3 0.4 2.6 -0.636
C -0.103929 -0.345068 1.203432 -0.1 1.4 -1.1 -0.435
O 2.133183 1.652384 -0.741934 0.6 1.1 0.2 -1.109
Si 1.216953 0.321687 -0.820627 -4.5 0.3 2.3 1.550
H -1.413402 1.813850 -3.091212 -1.2 0.5 -1.0 0.194
H -0.303794 2.576282 -1.836189 -0.7 0.0 0.1 0.171
H -0.383320 -0.294125 -2.707858 -0.8 -0.5 -0.1 0.214
H 0.628351 -2.300836 1.529846 -0.1 0.5 1.4 0.200
H 1.639004 -0.984906 2.102541 1.0 -0.1 0.5 0.202
H 0.235399 -1.264155 3.136071 0.0 -0.8 -0.6 0.206
H -1.382107 -1.736947 0.198095 0.0 -1.4 -1.1 0.196
H -2.300154 -0.358294 0.629007 -0.5 1.2 -0.8 0.208
H -1.920477 -1.435278 1.875869 0.9 0.3 -1.2 0.189
H -0.203684 0.613474 1.768682 -0.1 -0.5 -0.6 0.185
H 1.915747 2.579781 -0.928984 -0.1 -0.9 0.2 0.521
H 2.061147 -0.771792 -0.951994 1.2 -1.4 -0.5 -0.227
```
Forces are in eV/Å.

=====

Formula: C5H12P2S
Source: the OMol25 dataset
Level of theory: ωB97M-V with the def2-TZVPD basis set

## Properties
Relative energy (zero: lowest compared OMol25 entry of this formula, charge and spin) = 2.694 eV
E = -1278.488356 a.u.
E_HOMO (alpha / beta) = -0.2838 / -0.2839 Ha
Kohn-Sham gap (alpha / beta) = 6.329 / 6.335 eV

```
20
Properties=species:S:1:pos:R:3:forces:R:3:nbo_charge:R:1
C -0.758880 2.241358 1.128423 2.0 -1.5 -0.7 -0.756
P -0.262979 1.023922 0.097102 -0.5 0.5 0.2 0.753
C 1.404477 0.592131 0.782731 0.2 -1.1 4.1 -0.725
C 1.886245 -0.908902 0.870042 -1.3 0.1 -2.3 -0.403
C 1.629780 -1.327152 -0.596854 -1.0 -1.1 0.0 -0.608
P -1.913655 -0.697990 0.210378 -1.2 0.2 -0.7 0.539
C -2.103733 -1.089970 -1.622472 -2.2 -2.8 4.1 -0.928
S -3.690468 0.072538 0.567762 0.5 0.0 0.5 -0.522
H 0.057865 2.433645 1.779079 0.3 0.8 0.9 0.206
H -1.598150 2.852126 1.203517 -1.5 0.5 -0.2 0.240
H 1.261514 0.866175 1.886994 0.6 0.3 -1.5 0.230
H 2.191067 1.149675 0.333399 0.4 0.8 -0.4 0.236
H 2.955312 -1.174857 1.133905 -1.3 1.0 0.1 0.227
H 1.136670 -1.445754 1.453854 0.6 -0.1 0.5 0.213
H 2.024291 -0.567357 -1.235409 -0.2 0.9 -0.6 0.194
H 2.235582 -2.154023 -0.933476 -0.3 -1.0 0.2 0.215
H 0.489075 -1.497362 -0.788654 2.2 0.2 0.1 0.203
H -1.961260 -2.164421 -1.565343 0.2 -0.4 -0.6 0.219
H -3.141399 -0.929186 -1.811574 -0.4 0.5 -0.6 0.249
H -1.405553 -0.644960 -2.156056 2.9 2.1 -2.9 0.218
```
Forces are in eV/Å.

=====

Formula: C5H12S
Source: the OMol25 dataset
Level of theory: ωB97M-V with the def2-TZVPD basis set

## Properties
Relative energy (zero: lowest compared OMol25 entry of this formula, charge and spin) = 0.187 eV
E = -595.875162 a.u.
E_HOMO = -0.3093 Ha
Kohn-Sham gap = 9.399 eV

```
18
Properties=species:S:1:pos:R:3:forces:R:3:nbo_charge:R:1
C -0.182897 1.739999 -0.552836 -0.1 0.5 0.5 -0.613
C -0.916144 0.562399 -1.159407 1.3 -0.6 1.7 -0.403
C -0.695265 -0.793290 -0.428499 0.2 1.6 0.6 -0.317
C -0.996058 -0.784533 1.075326 0.7 0.8 -0.3 -0.627
S 0.968991 -1.439334 -0.776029 0.2 -0.5 -0.2 0.169
C 2.048505 -0.794682 0.534921 -0.3 0.8 0.2 -0.757
H -0.582121 1.891868 0.485834 0.5 0.2 -0.9 0.199
H 0.890716 1.516887 -0.505193 -0.2 0.3 0.0 0.203
H -0.324815 2.674976 -1.152229 0.1 -0.8 0.6 0.217
H -0.605461 0.400052 -2.145820 0.3 -0.1 -1.6 0.206
H -1.935102 0.769988 -1.134170 -2.1 0.3 -0.2 0.193
H -1.361770 -1.471085 -0.905715 -0.4 -0.9 -0.4 0.221
H -2.030064 -0.611345 1.355901 -0.3 0.2 -0.3 0.215
H -0.376393 -0.004789 1.573976 -0.4 -0.7 -0.1 0.204
H -0.739392 -1.762328 1.425306 0.3 -0.5 0.6 0.219
H 3.020385 -0.602303 0.064621 -0.2 -0.1 0.2 0.232
H 2.181766 -1.485437 1.386046 -0.2 0.4 -0.4 0.217
H 1.635119 0.192957 0.857966 0.6 -0.9 0.0 0.220
```
Forces are in eV/Å.

=====

Formula: C5H12S
Source: the OMol25 dataset
Level of theory: ωB97M-V with the def2-TZVPD basis set

## Properties
Relative energy (zero: lowest compared OMol25 entry of this formula, charge and spin) = 2.276 eV
E = -595.798363 a.u.
E_HOMO = -0.3201 Ha
Kohn-Sham gap = 9.552 eV

```
18
Properties=species:S:1:pos:R:3:forces:R:3:nbo_charge:R:1
C -2.364180 -0.768448 -1.629357 -3.4 -1.1 -3.8 -0.409
C -2.088621 -0.050451 -0.601900 2.2 2.0 1.7 -0.160
C -1.783852 1.398698 -0.724675 1.1 0.8 -2.2 -0.660
H -2.884340 -1.699034 -1.444097 0.8 -0.8 -0.2 0.197
H -2.630555 -0.368064 -2.695167 0.9 -0.4 2.1 0.185
H -1.830266 -0.529010 0.327145 -0.6 -0.2 0.4 0.198
H -2.094767 2.039652 0.043996 -1.0 0.6 1.4 0.214
H -2.288981 1.687571 -1.654221 0.0 0.4 0.2 0.208
H -0.731071 1.768469 -0.885129 -0.6 -1.2 0.2 0.219
C 2.700811 -0.895862 1.686996 0.9 4.0 1.5 -0.599
C 1.635270 0.041403 1.100224 2.1 0.8 -0.2 -0.559
S 0.882780 -0.699184 -0.272557 0.0 -0.4 -2.7 -0.006
H 2.301299 -1.840635 1.713945 -0.5 -2.4 0.0 0.210
H 3.532127 -0.744062 1.031816 0.9 -0.8 -0.2 0.209
H 3.015047 -0.560708 2.745211 -0.4 -0.5 -1.5 0.197
H 1.975797 0.997733 0.643894 0.4 -0.5 1.1 0.220
H 0.967210 0.286236 1.855055 -1.8 0.5 1.1 0.210
H 1.686297 -0.064305 -1.241186 -0.9 -0.9 1.0 0.127
```
Forces are in eV/Å.

=====

Formula: C5H12S
Source: the OMol25 dataset
Level of theory: ωB97M-V with the def2-TZVPD basis set

## Properties
Relative energy (zero: lowest compared OMol25 entry of this formula, charge and spin) = 1.165 eV
E = -595.839224 a.u.
E_HOMO = -0.3109 Ha
Kohn-Sham gap = 9.434 eV

```
18
Properties=species:S:1:pos:R:3:forces:R:3:nbo_charge:R:1
C 0.805598 -0.777286 -1.437318 0.0 0.5 0.6 -0.413
C 1.275338 -1.988299 -1.151878 -0.6 0.0 -0.4 -0.163
C 1.439521 -2.525459 0.248830 -0.6 1.0 -0.1 -0.655
H 0.466644 -0.362709 -2.386566 0.5 -0.6 -0.1 0.201
H 0.707824 -0.058810 -0.625786 -0.2 -0.1 0.1 0.178
H 1.440896 -2.686585 -1.962172 -0.1 -0.2 -0.1 0.191
H 1.778755 -1.728274 0.910293 0.4 -0.1 0.0 0.220
H 0.448331 -2.762894 0.664654 0.2 -0.3 -0.3 0.222
H 2.076585 -3.393113 0.280933 0.2 -0.2 0.2 0.216
C -0.257317 2.515028 -0.173150 0.8 0.6 -0.1 -0.759
S -0.558667 2.098809 1.558050 -0.2 -0.5 0.1 0.177
C -2.057364 1.095008 1.426722 -0.2 -0.1 -0.3 -0.740
H -0.278056 3.608102 -0.216062 -0.2 -0.2 -0.4 0.223
H -0.910581 2.072579 -0.925976 -0.3 0.0 0.4 0.227
H 0.760831 2.212003 -0.431195 -0.1 0.0 0.0 0.221
H -2.584524 1.113152 2.377655 -0.1 0.3 0.0 0.227
H -2.667259 1.531736 0.628246 -0.1 -0.2 0.4 0.216
H -1.886562 0.037008 1.214714 0.3 0.2 -0.2 0.211
```
Forces are in eV/Å.